P) 18
Properties=species:S:1:pos:R:3:nbo_charge:R:1 method="wB97M-V/def2-TZVPD" e_homo_ev=-8.69 charge=0 gap_ev=8.38
H 0.00 0.88 1.96 0.2392
H 1.12 -0.25 0.09 0.3904
O 1.64 1.91 0.50 -0.6929
H 2.39 1.96 -0.11 0.4778
H -0.38 0.59 -1.87 0.2251
H -1.69 -0.72 1.72 0.2389
C -0.24 0.59 0.94 -0.0376
H 0.12 2.26 -1.64 0.2320
H 1.31 1.02 -2.08 0.2151
O -0.25 -2.80 1.60 -0.6038
H -2.36 -1.72 -0.20 0.3821
C 0.17 -1.86 0.98 0.8300
N -1.82 -0.87 -0.35 -0.8112
C 0.42 1.22 -1.49 -0.6323
C 0.70 1.00 -0.01 0.0202
O 1.18 -1.61 0.30 -0.6425
C -1.08 -0.55 0.84 -0.1923
H -1.22 -1.04 -1.16 0.3620


Q) 18
Properties=species:S:1:pos:R:3:nbo_charge:R:1 method="wB97M-V/def2-TZVPD" e_homo_ev=-9.79 smiles="N[C@H](C(=O)O)[C@H]1C[C@H]1O" charge=0 gap_ev=10.15
O -1.81 0.99 -0.20 -0.7063
O -0.93 -1.68 1.26 -0.5539
C -0.45 -0.57 1.30 0.7967
C 0.84 -0.16 0.56 -0.1620
H -0.39 1.13 2.35 0.4706
H -0.77 1.95 -1.76 0.1805
H 2.06 -1.60 1.35 0.3636
C -0.42 -0.26 -1.78 -0.4432
H -0.96 -1.13 -1.40 0.2428
H -1.67 1.60 0.62 0.4823
H 1.36 -2.04 -0.06 0.3734
H 1.42 0.87 -1.26 0.2308
C -0.78 1.05 -1.14 0.0852
O -0.97 0.36 2.26 -0.7194
H 1.32 0.63 1.14 0.1946
N 1.78 -1.26 0.44 -0.8066
C 0.54 0.41 -0.82 -0.2559
H -0.18 -0.28 -2.84 0.2267


Tell me which of them is the most stable. Sure, it is Q).


P) 18
Properties=species:S:1:pos:R:3:nbo_charge:R:1 method="wB97M-V/def2-TZVPD" e_homo_ev=-10.19 charge=0 gap_ev=10.68
H -1.41 1.58 1.67 0.1687
C -1.03 1.11 0.34 -0.2160
O 2.73 -1.25 0.38 -0.5376
H -1.36 1.81 -0.46 0.2167
H 0.87 -0.12 -1.58 0.2406
H 0.23 -1.66 1.02 0.2481
H 0.62 0.93 1.13 0.3541
H -2.96 -0.11 -0.71 0.4665
C -0.16 -1.15 0.21 -0.4474
O 3.03 0.67 -0.61 -0.6958
C 2.23 -0.35 -0.13 0.7851
O -2.16 -0.62 -0.88 -0.6967
H -2.19 -0.77 0.89 0.1794
C 0.78 -0.06 -0.44 -0.2052
H -0.43 -2.17 -0.51 0.2371
N 0.43 1.16 0.23 -0.6267
H 2.24 1.43 -0.80 0.4909
C -1.45 -0.43 0.23 0.0381


Q) 18
Properties=species:S:1:pos:R:3:nbo_charge:R:1 method="wB97M-V/def2-TZVPD" e_homo_ev=-9.91 smiles="C=C(C)C(C)=O.O=NO" charge=0 gap_ev=10.50
C -2.35 1.07 0.34 -0.7187
O -0.13 1.93 0.00 -0.5504
O 4.41 -0.41 -0.32 -0.2900
H -0.24 -0.85 -1.95 0.2257
O 2.88 1.10 -0.32 -0.5612
C -0.65 -1.28 -1.04 -0.6355
H -2.71 2.08 0.18 0.2389
C -0.87 0.98 0.13 0.5851
C -0.32 -0.41 0.13 -0.1163
H -2.56 0.78 1.37 0.2451
H 0.94 -1.77 1.14 0.2074
H 0.74 -0.13 1.93 0.2052
H 1.92 1.19 -0.16 0.5069
N 3.25 -0.22 -0.15 0.3394
H -1.72 -1.39 -1.17 0.2155
C 0.50 -0.78 1.11 -0.3552
H -2.88 0.37 -0.31 0.2309
H -0.21 -2.27 -0.90 0.2272


Tell me which of them is the most stable. Sure, it is Q).


P) 49
Properties=species:S:1:pos:R:3:nbo_charge:R:1 method="wB97M-V/def2-TZVPD" e_homo_ev=-6.03 charge=-1 gap_ev=8.64
H -13.98 -0.12 12.38 0.4823
O -16.63 -1.49 10.91 -1.0039
H -13.02 -0.54 6.16 0.4411
H -17.72 -0.91 8.72 0.5025
O -13.34 -2.93 8.62 -0.9676
O -12.58 0.38 6.63 -0.8465
H -17.64 -0.03 10.60 0.4783
F -14.71 -0.40 6.85 -0.5642
H -13.28 -1.98 8.51 0.4643
H -13.58 -3.05 9.54 0.4800
H -16.86 0.71 9.54 0.4445
H -15.94 0.32 6.00 0.4545
O -13.47 -1.11 5.53 -0.9434
O -16.80 -2.75 8.72 -0.9897
O -18.70 1.83 7.92 -0.9449
H -15.47 2.59 8.51 0.4664
H -18.40 0.94 7.73 0.4841
O -18.45 -0.42 8.34 -0.9151
O -14.82 -2.54 6.47 -1.0328
H -16.68 -2.04 10.13 0.4827
F -13.40 -0.32 8.57 -0.5748
O -16.54 -0.37 5.73 -0.9044
H -14.60 2.27 9.71 0.4106
F -14.70 1.61 7.86 -0.5556
H -14.72 -0.01 11.07 0.4988
H -13.22 -1.21 11.03 0.4532
F -16.68 0.38 8.12 -0.5682
H -17.13 -2.67 7.83 0.4727
H -12.95 -0.78 9.61 0.4407
H -15.73 -1.61 11.23 0.4802
H -15.90 -2.42 8.68 0.4856
H -19.49 1.70 8.45 0.4929
H -12.76 -1.58 5.09 0.4474
H -11.87 0.21 7.25 0.4911
P -15.08 0.08 8.33 2.6603
F -15.20 0.39 9.91 -0.5376
O -14.18 -0.61 11.58 -0.9232
H -16.90 -0.71 6.54 0.4397
H -14.07 -3.12 6.59 0.4598
H -14.45 -1.76 6.05 0.4621
O -15.20 2.94 9.36 -0.9741
H -17.47 2.34 7.84 0.4800
O -12.73 -1.46 10.25 -1.0633
O -16.60 2.68 7.62 -0.9296
O -17.57 0.82 10.17 -0.9707
F -15.36 -1.48 8.71 -0.5276
H -16.24 2.05 6.99 0.4301
H -18.52 -0.75 7.44 0.4477
H -13.15 1.00 7.09 0.5036


Q) 49
Properties=species:S:1:pos:R:3:nbo_charge:R:1 method="wB97M-V/def2-TZVPD" e_homo_ev=-5.50 charge=-1 gap_ev=7.39
F -0.70 -1.23 0.85 -0.5472
O -0.07 -1.40 -2.90 -0.8867
H 1.25 2.76 -0.31 0.4321
H 0.41 1.97 2.23 0.4482
O 0.56 -2.48 2.24 -0.9429
F -1.19 0.33 -0.71 -0.5892
O 0.30 2.84 1.83 -0.9376
H -1.47 -1.84 2.45 0.4778
H 1.87 -1.11 -0.13 0.4298
H -1.55 -2.98 -0.90 0.4721
H 3.37 -1.26 -0.25 0.4816
H 2.96 1.38 -1.99 0.4494
O 0.22 2.77 -1.12 -0.9026
H 2.09 0.89 -0.85 0.4453
O -1.68 2.89 0.64 -0.9414
H -1.98 2.92 -0.27 0.4717
H 1.64 -0.07 2.61 0.4537
H 0.86 -1.05 3.46 0.4712
O -1.48 -2.04 -1.02 -0.9769
F 1.01 0.95 -0.91 -0.4781
H -0.31 -2.27 -3.22 0.4766
F 0.44 -1.26 -0.96 -0.5492
H 0.65 -1.87 1.50 0.4628
H -2.47 -2.93 2.12 0.4525
H -2.96 1.10 -0.19 0.4916
P 0.15 -0.09 0.10 2.5957
O 2.56 -1.77 -0.19 -0.9604
O 2.98 0.84 -1.20 -1.0044
H -0.50 2.77 1.31 0.4676
O 2.00 -1.66 -2.78 -1.0574
H -0.51 -1.33 -2.05 0.4902
H -0.10 1.92 -0.80 0.4719
H 1.07 -1.45 -2.70 0.4217
F 1.46 -0.61 0.95 -0.5060
H 2.38 -1.42 -1.93 0.4644
H 0.01 2.77 -2.05 0.4736
H 0.13 -3.24 1.86 0.4539
O -2.85 0.90 0.74 -0.9306
O 1.97 2.90 0.31 -1.0251
H -1.98 2.04 0.96 0.4820
O -2.12 -2.42 2.85 -0.9379
H -3.29 -0.05 -1.59 0.4877
O -2.93 0.80 -1.79 -0.9372
F -0.13 1.13 1.14 -0.5599
H -2.14 0.61 -2.31 0.4956
H 1.59 2.68 1.16 0.4567
H -0.93 -1.75 -0.30 0.4547
O 1.74 -0.70 3.33 -0.9291
H -2.31 0.11 0.75 0.4675


Tell me which of them is the most stable. Sure, it is P).